DFT (ωB97M-V/def2-TZVPD) results for a 2-piece molecular cluster, C6H20Si3 overall.

Results
* energy above the lowest of the compared OMol25 structures with the same formula, charge and spin: 2.714 eV
* max |F|: 0.014 hartree/bohr
* molar mass: 176.5 g/mol
* E_LUMO (alpha / beta): -1.02 / -0.26 eV
* frontier orbital gap (alpha / beta): 5.971 / 7.513 eV

The geometry in ORCA input format:
```
! RIJCOSX wB97M-V def2-TZVPD def2/J DEFGRID3
* xyz 0 1
C 2.30 2.32 1.02
C 3.01 -2.39 -0.22
C -0.34 1.29 -1.54
C 2.62 0.83 0.97
C 1.70 -2.12 0.51
C 0.59 0.09 -1.41
Si -5.53 0.81 0.50
Si -4.81 -1.30 0.06
Si 1.17 -0.28 0.39
H 3.14 2.88 1.43
H 2.10 2.70 0.02
H 1.43 2.51 1.64
H 3.82 -1.82 0.22
H 3.28 -3.44 -0.17
H 2.93 -2.12 -1.27
H -0.64 1.43 -2.58
H -1.24 1.15 -0.95
H 0.16 2.20 -1.21
H 2.93 0.50 1.97
H 3.48 0.68 0.31
H 1.81 -2.41 1.56
H 0.92 -2.75 0.09
H 1.47 0.25 -2.05
H 0.08 -0.80 -1.80
H -5.64 1.59 -0.75
H -4.56 1.51 1.35
H -6.83 0.94 1.16
H -3.63 -1.82 0.76
H -5.75 -2.42 -0.02
*
```

Löwdin population analysis, charges in e, atoms 1 to 5: -0.191, -0.181, -0.191, -0.377, -0.381



DFT (ωB97M-V/def2-TZVPD) results for an isolated ion of composition C26H26N3 and charge +1 at a distorted geometry.

Results
* energy above the lowest of the compared OMol25 structures with the same formula, charge and spin: 0.189 eV
* max |F|: 0.048 hartree/bohr
* molar mass: 380.5 g/mol
* E_LUMO: -2.29 eV
* frontier orbital gap: 7.741 eV
* SMILES: Cc1cn(C2(c3ccc(N(C)C)cc3)c3ccccc3-c3ccccc32)c(C)[nH+]1

The geometry in ORCA input format:
```
! RIJCOSX wB97M-V def2-TZVPD def2/J DEFGRID3
* xyz 1 1
C -3.47 -3.29 0.68
C -2.11 -2.75 0.61
C -1.61 -1.50 0.62
N -0.25 -1.57 0.35
C 0.61 -0.44 0.11
C -0.23 0.80 -0.13
C -1.25 0.76 -1.08
C -2.12 1.83 -1.22
C -1.86 3.03 -0.52
N -2.67 4.13 -0.73
C -4.10 4.11 -0.52
C -2.11 5.44 -0.96
C -0.75 3.11 0.34
C 0.02 1.98 0.58
C 1.62 -0.37 1.26
C 1.38 -0.12 2.60
C 2.46 -0.27 3.49
C 3.71 -0.74 3.04
C 3.94 -0.96 1.67
C 2.89 -0.71 0.79
C 2.81 -0.95 -0.66
C 3.81 -1.38 -1.53
C 3.50 -1.42 -2.90
C 2.24 -1.01 -3.35
C 1.21 -0.68 -2.45
C 1.50 -0.73 -1.10
C 0.11 -2.87 0.44
C 1.40 -3.59 0.46
N -1.01 -3.58 0.57
H -4.19 -2.46 0.69
H -3.73 -3.93 -0.18
H -3.62 -3.88 1.59
H -2.16 -0.58 0.72
H -1.42 -0.13 -1.69
H -2.99 1.77 -1.88
H -4.49 3.08 -0.49
H -4.35 4.62 0.42
H -4.56 4.66 -1.36
H -1.13 5.35 -1.46
H -2.80 5.99 -1.60
H -1.98 6.00 -0.02
H -0.55 4.03 0.90
H 0.82 2.02 1.32
H 0.38 0.18 2.95
H 2.32 -0.05 4.54
H 4.53 -0.89 3.74
H 4.88 -1.33 1.26
H 4.78 -1.66 -1.12
H 4.28 -1.72 -3.61
H 2.04 -0.96 -4.42
H 0.24 -0.36 -2.81
H 2.26 -2.96 0.63
H 1.33 -4.34 1.26
H 1.52 -4.13 -0.49
H -1.05 -4.59 0.66
*
```

Löwdin population analysis, charges in e, atoms 1 to 5: -0.012, -0.255, 0.045, 0.105, -0.241



DFT (ωB97M-V/def2-TZVPD) results for a 3-piece molecular cluster, C2H11NO3 overall at a distorted geometry.

Results
* energy above the lowest of the compared OMol25 structures with the same formula, charge and spin: 1.015 eV
* max |F|: 0.051 hartree/bohr
* molar mass: 97.1 g/mol
* E_LUMO: 0.54 eV
* frontier orbital gap: 10.056 eV
* SMILES: NCCO.O.O

The geometry in ORCA input format:
```
! RIJCOSX wB97M-V def2-TZVPD def2/J DEFGRID3
* xyz 0 1
N -1.74 0.77 -1.23
C -1.33 -0.29 -0.33
C -1.51 0.05 1.18
O -0.17 0.19 1.73
H -1.19 1.61 -1.12
H -1.55 0.48 -2.19
H -0.34 -0.75 -0.47
H -2.00 -1.14 -0.49
H -2.26 -0.68 1.49
H -2.02 0.99 1.28
H -0.19 -0.29 2.56
O 2.21 -0.84 0.75
H 1.28 -0.60 0.92
H 2.68 -0.59 1.55
O 1.87 0.28 -2.04
H 1.90 -0.60 -2.37
H 1.73 0.29 -1.08
*
```

Löwdin population analysis, charges in e, atoms 1 to 5: 0.000, -0.282, -0.196, -0.091, 0.069



DFT (ωB97M-V/def2-TZVPD) results for a 11-piece molecular cluster, C34H39N11O6 overall at a distorted geometry.

Results
* energy above the lowest of the compared OMol25 structures with the same formula, charge and spin: 1.652 eV
* max |F|: 0.117 hartree/bohr
* molar mass: 697.8 g/mol
* E_LUMO: -0.98 eV
* frontier orbital gap: 8.292 eV
* SMILES: O=[N+]([O-])c1ccccc1.O=[N+]([O-])c1ccccc1.O=[N+]([O-])c1ccccc1.CC#N.CC#N.CC#N.CC#N.CC#N.CC#N.CC#N.CC#N

The geometry in ORCA input format:
```
! RIJCOSX wB97M-V def2-TZVPD def2/J DEFGRID3
* xyz 0 1
O -5.04 14.32 -7.17
N -6.22 13.95 -7.09
O -6.59 12.91 -7.58
C -7.23 14.80 -6.38
C -6.97 16.10 -5.94
C -7.93 16.94 -5.35
C -9.21 16.43 -5.11
C -9.50 15.19 -5.60
C -8.51 14.34 -6.16
H -5.98 16.53 -6.01
H -7.69 17.94 -5.02
H -9.98 17.07 -4.71
H -10.50 14.82 -5.44
H -8.82 13.36 -6.48
O -5.31 21.29 -6.86
N -6.14 21.15 -5.91
O -7.16 21.83 -5.74
C -5.85 20.16 -4.84
C -6.39 20.34 -3.50
C -6.18 19.33 -2.57
C -5.41 18.26 -2.97
C -4.81 18.12 -4.20
C -5.07 19.03 -5.18
H -6.99 21.23 -3.37
H -6.55 19.47 -1.57
H -5.26 17.50 -2.22
H -4.13 17.30 -4.34
H -4.57 18.92 -6.13
O -9.97 17.84 -11.16
N -10.79 17.65 -10.25
O -11.91 17.23 -10.39
C -10.44 18.33 -9.00
C -9.41 19.25 -8.96
C -9.22 20.05 -7.86
C -10.02 19.89 -6.75
C -11.03 18.91 -6.71
C -11.24 18.10 -7.84
H -8.82 19.39 -9.85
H -8.50 20.86 -7.89
H -9.88 20.37 -5.80
H -11.51 18.59 -5.80
H -11.97 17.30 -7.81
C -14.94 14.90 -3.51
C -13.76 15.53 -4.12
N -12.89 16.07 -4.63
H -15.65 15.62 -3.11
H -14.73 14.12 -2.78
H -15.62 14.46 -4.23
C -5.91 19.44 -10.54
C -5.84 18.50 -9.42
N -5.78 17.75 -8.51
H -6.90 19.78 -10.84
H -5.59 19.02 -11.49
H -5.30 20.34 -10.42
C -9.85 10.54 -4.01
C -9.55 10.53 -5.42
N -9.31 10.47 -6.58
H -10.89 10.32 -3.80
H -9.77 11.58 -3.67
H -9.21 9.93 -3.37
C -7.76 15.50 -10.20
C -8.97 14.80 -9.68
N -9.94 14.32 -9.29
H -7.66 15.20 -11.25
H -6.83 15.25 -9.70
H -7.72 16.58 -10.14
C -9.41 21.01 -1.21
C -9.40 19.88 -2.21
N -9.35 19.03 -3.00
H -9.35 20.62 -0.20
H -10.30 21.61 -1.37
H -8.54 21.60 -1.51
C -6.05 13.75 -3.23
C -7.41 13.66 -2.71
N -8.54 13.58 -2.31
H -6.25 13.59 -4.28
H -5.41 13.10 -2.63
H -5.82 14.81 -3.21
C -3.51 15.11 -9.94
C -2.41 15.05 -10.90
N -1.52 15.02 -11.60
H -4.20 15.91 -10.22
H -3.01 15.38 -9.01
H -3.96 14.12 -9.89
C -4.68 10.77 -6.61
C -5.65 10.87 -5.53
N -6.39 10.95 -4.65
H -4.62 11.67 -7.22
H -4.94 9.87 -7.17
H -3.72 10.61 -6.13
*
```

Löwdin population analysis, charges in e, atoms 1 to 5: 0.029, -0.312, 0.055, -0.162, -0.034



DFT (ωB97M-V/def2-TZVPD) results for C38H41N8PrSSi as an isolated structure.

Results
* max |F|: 0.011 hartree/bohr
* molar mass: 810.9 g/mol
* E_LUMO (alpha / beta): -5.09 / -5.04 eV
* frontier orbital gap (alpha / beta): 7.524 / 7.582 eV

The geometry in ORCA input format:
```
! RIJCOSX wB97M-V def2-TZVPD def2/J DEFGRID3
* xyz 2 3
Pr -1.07 -0.39 0.26
C -2.42 -3.70 0.38
C -3.49 -3.11 -0.56
C -4.28 -2.02 0.10
C -5.65 -2.18 0.32
C -6.36 -1.20 0.98
C -5.68 -0.08 1.43
C -4.34 0.02 1.16
N -3.63 -0.91 0.50
N -1.07 -3.09 0.25
C -0.28 -3.47 1.43
C -0.73 -2.77 2.69
C -0.47 -3.32 3.94
C -0.86 -2.62 5.07
C -1.50 -1.39 4.91
C -1.71 -0.92 3.64
N -1.34 -1.59 2.54
C -0.41 -3.58 -0.98
C -0.66 -2.74 -2.21
C -0.45 -3.29 -3.47
C -0.64 -2.50 -4.59
C -1.07 -1.19 -4.43
C -1.27 -0.72 -3.15
N -1.05 -1.46 -2.05
H -2.34 -4.78 0.21
H -2.75 -3.56 1.41
H -4.17 -3.91 -0.84
H -3.03 -2.74 -1.47
H -6.14 -3.08 -0.04
H -7.42 -1.32 1.17
H -6.19 0.71 1.97
H -3.78 0.90 1.50
H 0.77 -3.19 1.27
H -0.30 -4.56 1.59
H 0.03 -4.27 4.02
H -0.67 -3.02 6.05
H -1.81 -0.81 5.77
H -2.18 0.04 3.48
H -0.72 -4.61 -1.19
H 0.66 -3.59 -0.81
H -0.13 -4.32 -3.56
H -0.47 -2.91 -5.58
H -1.25 -0.56 -5.29
H -1.62 0.29 -2.97
C 3.35 3.26 1.98
Si 3.92 1.55 2.53
C 5.80 1.48 2.44
C 3.36 1.11 4.27
C 3.25 0.29 1.25
C 4.12 -0.43 0.45
C 3.65 -1.26 -0.57
C 2.29 -1.32 -0.77
N 1.40 -0.68 0.00
C 1.87 0.12 1.00
S 0.66 0.94 1.94
H 3.84 4.02 2.58
H 2.27 3.38 2.10
H 3.60 3.44 0.93
H 6.22 2.20 3.13
H 6.17 1.73 1.44
H 6.19 0.50 2.72
H 3.89 1.74 4.99
H 3.59 0.07 4.51
H 2.29 1.26 4.41
H 5.18 -0.34 0.61
H 4.32 -1.81 -1.21
H 1.89 -1.90 -1.59
C -2.12 4.34 -0.01
C -2.30 2.97 -0.06
N -1.34 2.12 -0.43
C -0.17 2.64 -0.84
C 0.08 4.00 -0.90
C -0.91 4.86 -0.43
C 1.37 4.56 -1.34
C 2.12 4.24 -2.40
C 1.81 3.36 -3.54
C 2.84 2.91 -4.37
C 2.49 2.15 -5.46
N 1.22 1.89 -5.76
C 0.31 2.40 -4.94
N 0.54 3.08 -3.83
H -2.92 4.98 0.34
H -3.26 2.54 0.23
H 0.60 1.93 -1.11
H -0.73 5.93 -0.42
H 1.73 5.37 -0.71
H 3.08 4.75 -2.50
H 3.87 3.16 -4.16
H 3.23 1.73 -6.14
H -0.73 2.25 -5.21
*
```

Löwdin population analysis, charges in e, atoms 1 to 5: 1.019, -0.130, -0.077, -0.249, 0.016



DFT (ωB97M-V/def2-TZVPD) results for C10H29MoNP as an isolated structure at a distorted geometry.

Results
* energy above the lowest of the compared OMol25 structures with the same formula, charge and spin: 1.196 eV
* max |F|: 0.057 hartree/bohr
* molar mass: 290.3 g/mol
* E_LUMO (alpha / beta): -2.88 / -3.03 eV
* frontier orbital gap (alpha / beta): 6.920 / 6.646 eV

The geometry in ORCA input format:
```
! RIJCOSX wB97M-V def2-TZVPD def2/J DEFGRID3
* xyz 1 3
C 3.43 0.27 -2.58
Mo -1.50 0.40 -1.73
N -1.79 1.74 -3.39
H 0.01 1.18 -1.09
H -2.18 1.27 -4.21
H 3.38 1.34 -2.45
H 3.76 0.00 -3.59
H 2.40 -0.13 -2.45
H 4.04 -0.19 -1.79
H -2.31 2.59 -3.16
H -0.84 2.05 -3.63
C -2.82 -0.05 0.39
C -1.60 0.51 1.14
C -1.52 0.07 2.63
P -0.06 0.17 0.22
C 1.41 0.84 1.04
C 1.14 2.24 1.60
C 1.96 -0.12 2.10
C 0.13 -1.62 -0.13
C -0.30 -2.56 1.02
C -0.56 -1.98 -1.47
H -2.89 -1.15 0.50
H -3.00 0.23 -0.71
H -3.71 0.38 0.86
H -1.66 1.62 1.16
H -1.39 -1.02 2.74
H -0.71 0.58 3.18
H -2.47 0.35 3.11
H 2.12 0.90 0.19
H 0.34 2.24 2.36
H 2.07 2.61 2.06
H 0.85 2.92 0.80
H 2.28 -1.08 1.67
H 2.84 0.35 2.57
H 1.22 -0.33 2.89
H 1.22 -1.76 -0.27
H -1.39 -2.57 1.16
H 0.00 -3.58 0.76
H 0.18 -2.33 1.98
H -0.59 -1.17 -2.26
H 0.05 -2.77 -1.94
H -1.55 -2.43 -1.27
*
```

Löwdin population analysis, charges in e, atoms 1 to 5: -0.050, 0.657, -0.106, -0.017, 0.070



DFT (ωB97M-V/def2-TZVPD) results for C10H8FN3O2S as an isolated structure.

Results
* max |F|: 0.015 hartree/bohr
* molar mass: 253.3 g/mol
* E_LUMO: -0.58 eV
* frontier orbital gap: 8.325 eV

The geometry in ORCA input format:
```
! RIJCOSX wB97M-V def2-TZVPD def2/J DEFGRID3
* xyz 0 1
C 1.08 1.60 2.96
C 0.10 0.57 2.38
C 0.68 -0.34 1.29
F 0.60 -1.64 1.77
C 0.02 -0.26 -0.08
C -0.08 1.04 -0.70
O 0.50 2.06 -0.02
C -0.65 1.26 -1.92
C -1.17 0.16 -2.63
N -1.76 0.15 -3.81
S -2.13 -1.38 -4.12
N -1.56 -2.10 -2.81
C -1.06 -1.14 -2.05
C -0.44 -1.33 -0.78
N -0.40 -2.68 -0.30
C 0.46 -3.40 -0.76
O 1.30 -4.09 -1.18
H 2.11 1.27 2.86
H 0.98 2.56 2.48
H 0.89 1.73 4.02
H -0.24 -0.10 3.16
H -0.78 1.09 2.00
H 1.75 -0.13 1.17
H 0.48 2.85 -0.57
H -0.68 2.25 -2.35
*
```

Löwdin population analysis, charges in e, atoms 1 to 5: -0.092, -0.172, -0.262, -0.006, -0.017



DFT (ωB97M-V/def2-TZVPD) results for C29H33N4RuSi as an isolated structure.

Results
* energy above the lowest of the compared OMol25 structures with the same formula, charge and spin: 0.000 eV
* max |F|: 0.013 hartree/bohr
* molar mass: 566.8 g/mol
* E_LUMO (alpha / beta): -10.49 / -10.49 eV
* frontier orbital gap (alpha / beta): 6.974 / 6.975 eV

The geometry in ORCA input format:
```
! RIJCOSX wB97M-V def2-TZVPD def2/J DEFGRID3
* xyz 3 1
Ru 0.30 0.58 -0.37
C -0.72 -0.35 -2.92
C -0.37 -1.63 -2.19
N 0.75 -1.36 -1.23
C 2.08 -1.32 -1.90
C 2.56 0.09 -2.12
C 3.73 0.40 -2.80
C 4.12 1.73 -2.89
C 3.34 2.71 -2.29
C 2.18 2.35 -1.64
C 1.28 3.34 -0.94
N 0.05 2.70 -0.37
C -1.16 2.98 -1.20
C -1.16 2.06 -2.40
N -1.07 0.67 -1.90
N 1.81 1.06 -1.58
H -1.55 -0.51 -3.61
H 0.12 0.03 -3.50
H -0.09 -2.41 -2.90
H -1.22 -1.98 -1.61
H 0.76 -2.14 -0.57
H 2.03 -1.85 -2.85
H 2.80 -1.85 -1.28
H 4.33 -0.39 -3.24
H 5.02 1.99 -3.41
H 3.63 3.75 -2.34
H 1.00 4.12 -1.65
H 1.83 3.82 -0.14
H -0.10 3.10 0.55
H -1.19 4.03 -1.51
H -2.04 2.79 -0.58
H -0.29 2.24 -3.03
H -2.05 2.21 -3.01
H -1.98 0.41 -1.51
C 1.65 2.49 3.35
C 2.21 1.66 2.38
C 1.41 0.70 1.79
C 0.05 0.56 2.11
C -0.51 1.46 3.03
C 0.30 2.40 3.66
Si -0.85 -0.97 1.55
C -0.02 -2.58 1.69
C -0.49 -3.69 0.96
C 0.17 -4.91 1.06
C 1.27 -5.03 1.90
C 1.74 -3.94 2.62
C 1.10 -2.72 2.52
C -2.63 -0.80 1.30
C -3.20 0.47 1.08
C -4.56 0.62 0.91
C -5.39 -0.50 0.97
C -4.85 -1.76 1.19
C -3.49 -1.92 1.36
H 2.26 3.23 3.85
H 3.26 1.75 2.12
H 1.87 -0.02 1.09
H -1.56 1.39 3.31
H -0.13 3.05 4.41
H -1.36 -3.62 0.33
H -0.19 -5.77 0.51
H 1.77 -5.99 1.99
H 2.59 -4.05 3.28
H 1.46 -1.88 3.10
H -2.56 1.35 1.08
H -4.99 1.60 0.76
H -6.46 -0.38 0.85
H -5.51 -2.62 1.26
H -3.09 -2.91 1.56
*
```

Löwdin population analysis, charges in e, atoms 1 to 5: 1.094, -0.140, -0.150, -0.137, -0.080



Q: What is the molar mass in the sixth record?
A: 290.3 g/mol



Q: Among the records above, which one has the lowest molar mass?
A: C2H11NO3



Q: Number 1 is which compound?
A: C6H20Si3